No. 1
Computed, not measured: the molecule C4H4IN at a distorted geometry, with wB97M-V/def2-TZVPD.

Calculated values
Energy ... -13796.6651 eV
F_max ... 0.058 Eh/bohr
LUMO energy (alpha / beta) ... 0.561 / -2.040 eV
Relative energy (zero: lowest compared OMol25 entry of this formula, charge and spin) ... 54.9 kcal/mol
2S+1 ... 3
Orbital gap (alpha / beta) ... 6.26 / 5.58 eV

The geometry in XYZ format:
```
10
C4H4IN (wB97M-V/def2-TZVPD)
C -1.13 -1.07 0.13
C 0.15 -1.31 0.10
C 0.62 1.02 -0.13
C -0.67 1.25 -0.07
N 1.08 -0.29 -0.07
I -1.98 2.81 -0.23
H -2.12 -1.44 0.20
H 0.61 -2.29 0.16
H 1.40 1.76 -0.22
H 2.05 -0.46 0.13
```

Mulliken population analysis, charges in e, atoms 1 to 8: C -0.73; C 0.01; C -0.12; C -0.63; N -0.06; I 0.10; H 0.38; H 0.33

=====

No. 2
Computed, not measured: the molecule C4H4INO at a distorted geometry, with wB97M-V/def2-TZVPD.

Calculated values
Energy ... -15848.6692 eV
F_max ... 0.077 Eh/bohr
LUMO energy ... -0.847 eV
SMILES string ... Oc1cccn1I
Relative energy (zero: lowest compared OMol25 entry of this formula, charge and spin) ... 12.6 kcal/mol
Orbital gap ... 7.34 eV

The geometry in XYZ format:
```
11
C4H4INO (wB97M-V/def2-TZVPD)
C 0.06 0.82 1.18
C 0.32 1.20 -0.19
C -0.23 -0.47 1.28
C 0.21 0.07 -0.89
N -0.25 -1.10 0.02
O 0.19 -0.27 -2.16
I -0.26 -3.17 -0.44
H 0.17 1.53 2.06
H 0.63 2.22 -0.40
H -0.25 -1.07 2.14
H -0.59 0.23 -2.61
```

Mulliken population analysis, charges in e, atoms 1 to 8: C -0.19; C -0.41; C -0.46; C 0.16; N -0.25; O -0.52; I 0.23; H 0.28

=====

No. 3
Computed, not measured: a structure of composition C4H4INO3S at a distorted geometry, with wB97M-V/def2-TZVPD.

Calculated values
Energy ... -30776.9271 eV
F_max ... 0.092 Eh/bohr
LUMO energy ... -1.686 eV
Relative energy (zero: lowest compared OMol25 entry of this formula, charge and spin) ... 0.0 kcal/mol
Orbital gap ... 8.32 eV

The geometry in XYZ format:
```
14
C4H4INO3S (wB97M-V/def2-TZVPD)
C -0.31 -1.59 1.08
C -0.32 -0.32 0.34
C 0.94 0.15 0.31
C 1.80 1.12 -0.37
N 0.89 -1.72 1.60
O -3.44 0.19 0.09
O -1.85 1.79 -1.02
O 1.60 -0.66 1.12
S -2.24 0.48 -0.63
I -2.22 -1.13 -2.45
H -1.13 -2.25 1.29
H 2.00 0.71 -1.30
H 1.55 2.18 -0.22
H 2.72 1.05 0.17
```

Mulliken population analysis, charges in e, atoms 1 to 8: C -0.31; C 0.09; C 0.67; C -1.16; N -0.42; O -0.45; O -0.48; O -0.13

=====

No. 4
Computed, not measured: the molecule C4H4IP, with wB97M-V/def2-TZVPD.

Calculated values
Energy ... -21597.9363 eV
F_max ... 0.018 Eh/bohr
LUMO energy ... -1.055 eV
Relative energy (zero: lowest compared OMol25 entry of this formula, charge and spin) ... 0.8 kcal/mol
Orbital gap ... 8.14 eV

The geometry in XYZ format:
```
10
C4H4IP (wB97M-V/def2-TZVPD)
C -0.23 -0.53 0.96
C 1.18 -0.84 0.94
C -0.81 0.28 0.06
C 2.20 -0.65 0.15
P 0.17 1.09 -1.24
I -1.46 2.52 -2.38
H -0.81 -1.00 1.74
H 1.60 -1.41 1.78
H -1.86 0.50 0.15
H 0.01 0.04 -2.16
```

Mulliken population analysis, charges in e, atoms 1 to 8: C -0.26; C 0.05; C -0.23; C -0.49; P -0.09; I -0.09; H 0.32; H 0.30

=====

What is the relative energy (zero: lowest compared OMol25 entry of this formula, charge and spin) in the first record?
54.9 kcal/mol